No. 1
Entry from the OMol25 dataset: an isolated ion of composition C5H11N2O and charge +1 (the ωB97M-V functional and the def2-TZVPD basis).

ORCA input file:
```
! RIJCOSX wB97M-V def2-TZVPD def2/J DEFGRID3
* xyz 1 1
C 0.3759 0.2211 -0.1277
C -0.6281 -1.8688 -0.4213
C -1.5183 -0.9146 0.2690
C -0.9177 1.1948 1.6449
C 2.0300 1.3027 -1.3149
N 0.4959 -0.9202 -0.7576
N -0.5748 0.1660 0.7216
O 1.2173 1.1790 -0.1422
H -0.0514 -2.5304 0.2956
H -1.1682 -2.3234 -1.4060
H -2.1927 -0.4456 -0.4308
H -2.1042 -1.3543 1.0877
H -0.0800 1.5734 2.0885
H -1.4410 0.6937 2.3852
H -1.6158 1.9308 1.2774
H 3.0386 1.5635 -1.1541
H 1.5958 2.0646 -1.9912
H 1.9770 0.4602 -1.9648
H 1.1440 -1.1396 -1.4831
*
```

## Properties
relative energy (zero: lowest compared OMol25 entry of this formula, charge and spin)	46.7	kcal per mole
Kohn-Sham gap	11.2	eV
SMILES	COC1=[N+](C)CCN1
strongest force on any atom	3.232	eV/A
E_tot	-381.58952	Eh

No. 2
Entry from the OMol25 dataset: C47H48CoF6GeN3O8S2Si as an isolated structure (the ωB97M-V functional and the def2-TZVPD basis).

ORCA input file:
```
! RIJCOSX wB97M-V def2-TZVPD def2/J DEFGRID3
* xyz 0 5
Co -0.7294 0.0507 1.8783
C -3.9673 1.7424 4.2661
C -2.6422 1.8901 3.5873
O -1.8896 0.9164 3.4677
N -2.3048 3.1046 3.1249
C -1.0317 3.3568 2.4594
C -1.0928 3.0557 0.9831
C -1.4501 4.0303 0.0641
C -1.5748 3.6916 -1.2725
C -1.3452 2.3815 -1.6546
C -0.9987 1.4628 -0.6830
N -0.8623 1.7922 0.6049
H -3.8794 0.9743 5.0308
H -4.6879 1.3952 3.5231
H -4.3208 2.6747 4.7038
H -3.0031 3.8290 3.1462
H -0.2832 2.7300 2.9360
H -0.7562 4.3961 2.6296
H -1.6163 5.0455 0.4006
H -1.8535 4.4386 -2.0040
H -1.4321 2.0641 -2.6841
H -0.8306 0.4223 -0.9237
F 3.0736 -0.0981 5.9970
C 2.7016 0.0578 4.7336
F 3.5066 0.9355 4.1399
F 2.7904 -1.1101 4.1000
S 0.9726 0.6677 4.6660
O 0.7618 0.8352 3.2227
O 0.9396 1.8580 5.4478
N 0.1331 -0.4683 5.3212
S -0.6141 -1.6416 4.5913
O -1.9178 -1.8445 5.1239
O -0.4549 -1.5958 3.1343
C 0.3694 -3.1571 5.0624
F 1.1775 -3.5132 4.0751
F -0.4741 -4.1492 5.3169
F 1.0936 -2.9090 6.1488
O 2.0903 -1.5239 -0.5347
C 1.8109 -0.6986 0.3050
O 0.5748 -0.5905 0.7610
C 2.8452 0.2459 0.8469
C 3.2733 1.2534 -0.2182
Ge 3.9157 0.5897 -1.9455
C 4.8613 2.1306 -2.7109
C 6.2404 2.1405 -2.9074
C 6.8788 3.2501 -3.4504
C 6.1432 4.3712 -3.8025
C 4.7666 4.3792 -3.6144
C 4.1359 3.2667 -3.0769
C 5.2407 -0.8068 -1.6992
C 5.5108 -1.7570 -2.6819
C 6.5103 -2.7036 -2.5024
C 7.2569 -2.7146 -1.3326
C 7.0001 -1.7761 -0.3437
C 5.9995 -0.8311 -0.5290
C 2.5583 0.1994 -3.2805
C 1.1973 0.1633 -2.9858
C 0.2501 -0.0276 -3.9831
C 0.6568 -0.2057 -5.2977
C 2.0099 -0.1758 -5.6102
C 2.9500 0.0351 -4.6103
H 3.7002 -0.3696 1.1386
H 2.4795 0.7599 1.7293
H 4.1142 1.8346 0.1677
H 2.4771 1.9790 -0.4177
H 6.8281 1.2704 -2.6351
H 7.9514 3.2376 -3.5991
H 6.6386 5.2353 -4.2269
H 4.1872 5.2504 -3.8942
H 3.0563 3.2802 -2.9573
H 4.9245 -1.7771 -3.5939
H 6.7034 -3.4369 -3.2752
H 8.0342 -3.4544 -1.1909
H 7.5767 -1.7811 0.5727
H 5.8205 -0.0990 0.2518
H 0.8742 0.2656 -1.9623
H -0.8062 -0.0645 -3.7322
H -0.0774 -0.3716 -6.0759
H 2.3324 -0.3048 -6.6358
H 3.9990 0.1064 -4.8806
C -5.4392 -3.2010 0.8948
C -4.2364 -2.5345 1.5677
C -4.6959 -1.7991 2.8313
C -3.2018 -3.6053 1.9414
Si -3.4278 -1.3039 0.4176
O -2.2611 -0.4546 1.2097
C -4.6517 0.0209 -0.1369
C -4.4913 1.3232 0.3451
C -5.3545 2.3498 -0.0142
C -6.4082 2.0958 -0.8789
C -6.5910 0.8124 -1.3741
C -5.7238 -0.2071 -1.0063
C -2.6424 -2.1774 -1.0370
C -1.2669 -2.4392 -0.9845
C -0.6233 -3.1418 -1.9952
C -1.3477 -3.6020 -3.0849
C -2.7124 -3.3541 -3.1598
C -3.3487 -2.6487 -2.1479
H -5.8730 -3.9485 1.5672
H -5.1554 -3.7190 -0.0251
H -6.2265 -2.4810 0.6597
H -5.1435 -2.5014 3.5422
H -5.4515 -1.0431 2.5934
H -3.8599 -1.3156 3.3372
H -3.6046 -4.2660 2.7158
H -2.2816 -3.1658 2.3325
H -2.9389 -4.2201 1.0778
H -3.6619 1.5344 1.0063
H -5.2017 3.3509 0.3734
H -7.0850 2.8911 -1.1643
H -7.4108 0.6057 -2.0503
H -5.9004 -1.1987 -1.4040
H -0.6749 -2.0993 -0.1434
H 0.4441 -3.3115 -1.9272
H -0.8515 -4.1487 -3.8770
H -3.2825 -3.7107 -4.0086
H -4.4141 -2.4724 -2.2371
*
```

## Properties
expectation value of S²	6.0108
relative energy (zero: lowest compared OMol25 entry of this formula, charge and spin)	0.0	kcal per mole
Kohn-Sham gap (spin up / spin down)	8.6 / 7.0	eV
strongest force on any atom	0.877	eV/A
E_tot	-7730.86584	Eh

No. 3
Entry from the OMol25 dataset: the molecule C6H6 (the ωB97M-V functional and the def2-TZVPD basis).

ORCA input file:
```
! RIJCOSX wB97M-V def2-TZVPD def2/J DEFGRID3
* xyz 0 1
C -0.1944 1.6267 -0.0292
C 0.2702 0.3265 -0.5061
C 0.3604 -0.5432 -1.4369
C 0.4948 -1.3390 -2.4578
C -0.1299 0.6077 0.8050
C -0.3872 0.0150 2.1497
H -0.2476 2.6497 -0.1215
H 1.3872 -1.2898 -2.9380
H -0.2506 -1.7641 -3.1255
H -1.0607 -0.7727 2.2457
H -0.9256 0.7128 2.8285
H 0.6835 -0.2296 2.5861
*
```

## Properties
relative energy (zero: lowest compared OMol25 entry of this formula, charge and spin)	122.1	kcal per mole
Kohn-Sham gap	8.7	eV
SMILES	C=C=C1C=C1C
strongest force on any atom	3.722	eV/A
E_tot	-232.03180	Eh

No. 4
Entry from the OMol25 dataset: a 6-piece molecular cluster, C33H51F3N3O20P overall (the ωB97M-V functional and the def2-TZVPD basis).

ORCA input file:
```
! RIJCOSX wB97M-V def2-TZVPD def2/J DEFGRID3
* xyz 0 1
C 4.9746 0.1014 0.5244
C 4.2286 1.5227 0.5499
C 4.9020 2.8693 0.4562
C 4.0522 4.0851 0.4780
C 2.5795 4.0022 0.5689
C 1.8975 2.6831 0.6375
C 0.3393 2.6967 0.7067
C -0.3556 1.9304 -0.5375
C 0.2828 2.1273 -1.9662
C 0.5780 0.8097 -2.7876
C 2.1082 0.4002 -2.8037
F 2.4726 -0.4164 -1.7718
F 2.9501 1.4736 -2.9641
F 2.2628 -0.3736 -3.9672
C -0.5262 0.4794 0.0567
O 0.1546 -0.5030 -0.0271
O -1.7209 0.2692 0.7941
C -2.6560 1.3126 0.3981
C -3.8695 0.5544 -0.3263
C -3.6998 -1.0282 -0.2881
N -3.6400 -1.7249 -1.3554
O -3.1048 1.8068 1.6948
C -3.6460 0.8050 2.4636
N -4.4102 0.1661 3.0370
C -1.8954 2.3327 -0.5572
P -2.4034 4.1248 -0.5521
N -1.2975 5.1486 -1.0088
O -2.9023 4.6115 0.9829
O -3.7343 4.2292 -1.5703
C 2.7513 1.4960 0.6452
H 5.9487 0.2275 -0.0109
H 5.0511 -0.3843 1.5294
H 4.3169 -0.5711 -0.1029
H 6.0132 2.8970 0.3579
H 4.5361 5.0964 0.4064
H 2.0115 4.9705 0.5892
H 0.0150 2.1250 1.6240
H 0.0142 3.7637 0.7957
H 1.1883 2.8034 -1.9214
H -0.4751 2.7114 -2.5722
H 0.3537 1.0579 -3.8686
H -0.0672 -0.0691 -2.5396
H -4.8704 0.8763 0.0926
H -3.9258 0.8080 -1.4277
H -3.6808 -1.5050 0.7322
H -3.6892 -1.0943 -2.1667
H -2.2202 2.0021 -1.5899
H -0.4419 4.6205 -1.2065
H -3.6016 5.2728 0.8097
H -3.6429 5.0204 -2.1362
H 2.2759 0.4894 0.7223
C 6.2108 1.7033 4.4570
O 7.1539 1.6145 3.3886
C 8.4166 1.8398 3.7719
O 8.7820 2.0969 4.8896
O 9.2032 1.7291 2.6930
C 10.5891 1.9460 2.9547
H 5.2241 1.4995 4.0428
H 6.4261 0.9580 5.2238
H 6.2067 2.7065 4.8849
H 10.9679 1.2068 3.6616
H 10.7568 2.9571 3.3282
H 11.1241 1.8312 2.0132
C -10.1072 -2.2792 -2.6762
O -9.1611 -3.3446 -2.7458
C -7.8870 -2.9589 -2.5944
O -7.5070 -1.8292 -2.4128
O -7.1127 -4.0442 -2.6799
C -5.7153 -3.7835 -2.5345
H -11.0984 -2.7093 -2.8115
H -10.0697 -1.7938 -1.7000
H -9.9314 -1.5552 -3.4730
H -5.5035 -3.3606 -1.5543
H -5.3640 -3.1193 -3.3253
H -5.1873 -4.7320 -2.6205
C 4.9653 3.3982 -3.3236
O 4.9917 4.7909 -3.0046
C 5.5374 5.5619 -3.9516
O 5.9859 5.1824 -5.0027
O 5.4979 6.8322 -3.5262
C 6.0515 7.7737 -4.4440
H 4.5057 2.8772 -2.4885
H 4.3665 3.2191 -4.2172
H 5.9783 3.0144 -3.4551
H 5.4958 7.7691 -5.3827
H 7.1073 7.5640 -4.6210
H 5.9649 8.7619 -3.9948
C -7.0112 -7.7790 -0.3759
O -6.0637 -8.8422 -0.4449
C -4.7898 -8.4525 -0.2919
O -4.4068 -7.3241 -0.1094
O -4.0132 -9.5397 -0.3766
C -2.6187 -9.2745 -0.2302
H -8.0040 -8.2058 -0.5096
H -6.9738 -7.2937 0.6004
H -6.8364 -7.0555 -1.1737
H -2.4086 -8.8485 0.7517
H -2.2680 -8.6100 -1.0210
H -2.0921 -10.2238 -0.3162
C -1.1103 -4.9972 6.4158
O -0.8698 -3.6737 5.9415
C -1.4238 -3.4085 4.7504
O -2.0766 -4.1733 4.0888
O -1.1240 -2.1457 4.4261
C -1.6540 -1.7219 3.1695
H -0.6170 -5.0958 7.3817
H -2.1787 -5.1692 6.5525
H -0.6861 -5.7343 5.7326
H -2.7427 -1.7658 3.1764
H -1.2493 -2.3317 2.3597
H -1.3544 -0.6891 3.0064
*
```

## Properties
Kohn-Sham gap	8.9	eV
SMILES	[H]/N=C\C[C@@]1(OC#N)OC(=O)[C@](CCC(F)(F)F)(Cc2cccc(C)c2)[C@@H]1P(=N)(O)O.COC(=O)OC.COC(=O)OC.COC(=O)OC.COC(=O)OC.COC(=O)OC
strongest force on any atom	3.785	eV/A
E_tot	-3598.02243	Eh

No. 5
Entry from the OMol25 dataset: a 2-piece molecular cluster, C14H25BINO5P overall (the ωB97M-V functional and the def2-TZVPD basis).

ORCA input file:
```
! RIJCOSX wB97M-V def2-TZVPD def2/J DEFGRID3
* xyz -1 1
C 2.1134 -3.8798 -3.4698
C 2.5062 -4.1424 -2.0156
C 3.2471 -2.9559 -1.3733
O 2.8208 -2.7671 -0.0445
B 2.4881 -1.4030 0.3652
I 4.2724 0.0270 0.1105
C 1.2649 -0.7684 -0.5438
C -0.0670 -0.4970 0.1502
C -1.0789 0.1700 -0.8031
N -1.9471 -0.7904 -1.5088
P 2.0633 -1.5248 2.3272
C 3.3551 -0.6331 3.3162
C 2.5367 -3.2593 2.7923
H 1.1633 -3.3567 -3.5177
H 2.8599 -3.2655 -3.9634
H 1.9872 -4.8102 -4.0160
H 3.1171 -5.0374 -1.9267
H 1.6080 -4.2802 -1.4250
H 4.3226 -3.1430 -1.3665
H 3.0654 -2.0764 -1.9926
H 1.5719 0.1695 -0.9968
H 1.0618 -1.4474 -1.3778
H 0.0823 0.1765 0.9870
H -0.5299 -1.4118 0.5108
H -1.7124 0.8660 -0.2597
H -0.5320 0.7359 -1.5508
H -1.5772 -1.7291 -1.4748
H -2.9007 -0.7736 -1.1844
H 4.3612 -0.9922 3.1158
H 3.1346 -0.8609 4.3565
H 3.2870 0.4369 3.1722
H 1.6778 -3.9178 2.7654
H 2.8787 -3.2117 3.8249
H 3.3571 -3.6433 2.1948
C -5.0481 3.8774 1.0591
C -4.3296 3.2091 0.1469
C -3.2202 3.8615 -0.6272
O -2.6212 3.1756 -1.4281
C -2.9357 5.2690 -0.3752
C -3.6545 5.9333 0.5357
C -4.7542 5.2767 1.3189
O -5.3515 5.9561 2.1356
O -3.4596 7.2190 0.8236
O -4.5310 1.9330 -0.1480
H -5.8468 3.4165 1.6224
H -2.1403 5.7318 -0.9418
H -4.1090 7.4367 1.5215
H -3.8570 1.7009 -0.8215
*
```

## Properties
Kohn-Sham gap	3.8	eV
strongest force on any atom	1.404	eV/A
E_tot	-1643.41639	Eh

No. 6
Entry from the OMol25 dataset: C26H22I2N6O2Tb as an isolated structure (the ωB97M-V functional and the def2-TZVPD basis).

ORCA input file:
```
! RIJCOSX wB97M-V def2-TZVPD def2/J DEFGRID3
* xyz 1 7
Tb -0.2961 -0.4404 -0.6442
C 1.7640 0.4953 -3.3786
N 0.3214 0.6781 -3.0460
C -0.2992 1.9717 -3.1121
C -0.6190 2.5824 -1.8166
N -0.6738 1.9634 -0.6447
C -1.0798 2.9519 0.2653
C -1.3051 2.9291 1.6364
C -1.5228 4.1302 2.3308
C -1.6283 5.3472 1.6338
C -1.4683 5.4113 0.2570
C -1.1340 4.2266 -0.4212
N -0.8925 3.9066 -1.7654
C 2.5966 0.0479 -2.2367
N 2.0936 -0.3405 -1.0589
C 3.2050 -0.8130 -0.3598
C 3.3552 -1.3820 0.9221
C 4.6238 -1.6479 1.4083
C 5.7499 -1.4979 0.6018
C 5.6730 -1.0648 -0.7214
C 4.3838 -0.6464 -1.1346
N 3.9561 -0.1529 -2.3756
H 2.2158 1.4574 -3.6620
H 1.8917 -0.1835 -4.2554
H -0.2732 -0.1089 -3.3536
H -1.2342 1.9833 -3.7035
H 0.3726 2.6361 -3.6714
H -1.1795 2.0306 2.2050
H -1.7364 4.1218 3.3862
H -1.8322 6.2396 2.1963
H -1.7390 6.3079 -0.2674
H -0.6677 4.5802 -2.5054
H 2.4881 -1.5863 1.5321
H 4.7741 -2.0582 2.3921
H 6.7060 -1.7462 1.0273
H 6.5256 -0.9835 -1.4387
H 4.5989 0.0949 -3.1456
I 1.3256 -4.9986 1.8299
C -0.2600 -3.8204 2.2951
C -1.0551 -4.1503 3.3896
C -2.1721 -3.4392 3.7437
I -2.9589 -3.9988 5.5871
C -2.6184 -2.3918 2.8736
C -3.8925 -1.8073 2.8930
C -4.1384 -0.6975 2.0998
C -3.1795 -0.2585 1.1975
N -2.0066 -0.8558 1.0076
C -1.7699 -1.9449 1.7939
C -0.5712 -2.6643 1.5500
O 0.2523 -2.1567 0.6266
H -0.7848 -5.0639 3.9525
H -4.6177 -2.1954 3.6099
H -5.1019 -0.1852 2.1222
H -3.3300 0.6227 0.5955
C -2.1487 -2.3063 -2.8614
O -1.5726 -1.3122 -2.0505
H -2.5763 -3.1622 -2.2990
H -1.4996 -2.7599 -3.6614
H -3.0376 -1.8949 -3.3709
*
```

## Properties
expectation value of S²	12.6061
relative energy (zero: lowest compared OMol25 entry of this formula, charge and spin)	0.0	kcal per mole
Kohn-Sham gap (spin up / spin down)	7.1 / 7.1	eV
strongest force on any atom	2.337	eV/A
E_tot	-2902.75506	Eh